The following is a DFT calculation (ωB97M-V/def2-TZVPD) of a cluster of 10 separate species, C20H65N5O10 in total at a distorted geometry.

The HOMO energy is -8.7 eV. The energy above the lowest of the compared OMol25 structures with the same formula, charge and spin is 3.329 eV.

Geometry as ORCA input:
```
! wB97M-V def2-TZVPD RIJCOSX def2/J DEFGRID3
* xyz 0 1
C -5.232 0.792 -2.978
O -5.623 -0.590 -3.277
C -4.487 -1.492 -3.341
C -3.379 -1.154 -4.467
C -3.816 -1.738 -5.788
N -2.154 -1.576 -3.962
H -6.050 1.252 -2.424
H -5.144 1.273 -3.952
H -4.299 0.722 -2.419
H -4.126 -1.475 -2.313
H -4.707 -2.552 -3.473
H -3.329 -0.072 -4.595
H -3.426 -1.167 -6.631
H -4.849 -1.512 -6.051
H -3.774 -2.826 -5.836
H -2.191 -2.581 -4.055
H -2.076 -1.485 -2.959
C 1.990 -4.162 1.222
O 1.289 -3.158 1.792
C 0.482 -3.522 2.887
C -0.277 -2.281 3.451
C -1.263 -2.556 4.581
N -1.071 -1.676 2.400
H 2.016 -4.164 0.132
H 1.498 -5.093 1.504
H 3.022 -4.242 1.564
H -0.315 -4.204 2.590
H 1.111 -4.002 3.637
H 0.461 -1.578 3.837
H -1.612 -3.589 4.566
H -2.203 -2.011 4.665
H -0.788 -2.407 5.551
H -0.443 -1.361 1.675
H -1.609 -0.893 2.744
C 2.684 1.730 -1.453
O 3.136 0.378 -1.160
C 4.361 0.021 -1.849
C 4.885 -1.379 -1.419
C 3.774 -2.514 -1.444
N 5.366 -1.295 -0.003
H 1.810 2.032 -0.876
H 2.517 1.898 -2.517
H 3.465 2.466 -1.264
H 4.209 -0.020 -2.928
H 5.182 0.718 -1.680
H 5.598 -1.624 -2.206
H 3.379 -2.577 -2.458
H 2.946 -2.173 -0.823
H 4.006 -3.519 -1.093
H 4.529 -1.096 0.526
H 6.164 -0.698 0.165
C 4.510 -2.960 4.037
O 4.703 -1.674 3.560
C 3.593 -0.747 3.698
C 3.696 0.562 2.791
C 4.685 1.598 3.156
N 2.366 1.282 2.740
H 3.876 -3.107 4.911
H 5.497 -3.267 4.382
H 3.963 -3.517 3.275
H 2.687 -1.297 3.444
H 3.501 -0.478 4.750
H 3.863 0.143 1.798
H 4.708 2.241 2.277
H 5.635 1.109 3.371
H 4.367 2.039 4.101
H 2.609 2.143 2.271
H 1.639 0.829 2.205
C -4.214 5.808 -1.414
O -3.520 4.764 -0.761
C -3.730 4.915 0.671
C -2.961 3.831 1.351
C -1.452 3.772 1.120
N -3.496 2.482 1.150
H -3.583 6.697 -1.398
H -5.224 5.982 -1.044
H -4.366 5.596 -2.472
H -3.284 5.814 1.095
H -4.750 4.899 1.055
H -3.135 4.158 2.377
H -1.324 3.582 0.054
H -1.084 2.890 1.645
H -0.902 4.695 1.300
H -4.244 2.579 0.478
H -2.791 2.052 0.568
O 1.140 -0.475 0.652
H 1.329 -1.376 0.913
H 1.793 -0.278 -0.020
O -0.686 1.229 -0.471
H -1.054 0.542 -1.027
H -0.203 0.756 0.206
O -2.518 2.642 -2.443
H -1.863 2.634 -1.745
H -2.995 3.462 -2.315
O -1.118 0.993 -4.463
H -1.741 0.315 -4.201
H -0.999 1.526 -3.676
O -1.417 -1.877 -0.741
H -1.495 -2.089 0.188
H -1.641 -2.690 -1.193
*
```

---

The following is a DFT calculation (ωB97M-V/def2-TZVPD) of a structure of composition C14H17CoF3N2 at a distorted geometry.

The HOMO energy (spin up / spin down) is -4.9 / -8.4 eV.

Geometry as ORCA input:
```
! wB97M-V def2-TZVPD RIJCOSX def2/J DEFGRID3
* xyz 0 4
C -2.571 -0.407 0.943
C -2.568 0.342 -0.437
H -2.698 -1.480 0.780
H -3.434 -0.009 1.494
H -1.732 -0.275 1.702
H -1.641 0.890 -0.797
H -2.807 -0.383 -1.218
H -3.349 1.113 -0.387
C -0.391 -2.637 0.649
C 0.408 -3.759 0.433
C 1.575 -3.643 -0.319
C 1.891 -2.396 -0.845
H -1.298 -2.723 1.248
H 0.110 -4.704 0.876
H 2.235 -4.495 -0.483
H 2.785 -2.234 -1.441
N -0.081 -1.424 0.154
C 1.047 -1.293 -0.609
C 1.347 0.063 -1.070
N 0.446 1.037 -0.711
C 0.604 2.304 -1.168
C 2.697 1.713 -2.205
C 1.731 2.673 -1.905
H -0.182 3.017 -0.906
H 1.822 3.713 -2.203
C 2.507 0.398 -1.787
H 3.228 -0.388 -1.977
H 3.594 1.978 -2.759
Co -0.911 0.465 0.544
C -1.466 2.338 1.002
H -2.061 2.805 0.191
H -0.595 2.975 1.227
H -2.087 2.226 1.904
F 0.565 -0.706 2.668
C 0.214 0.542 2.190
F -0.345 1.190 3.275
F 1.414 1.175 1.947
*
```

---

The following is a DFT calculation (ωB97M-V/def2-TZVPD) of a cluster of 3 separate species, C3H7N3O in total at a distorted geometry.

The HOMO energy (spin up / spin down) is -6.9 / -8.8 eV. The energy above the lowest of the compared OMol25 structures with the same formula, charge and spin is 5.679 eV.

Geometry as ORCA input:
```
! wB97M-V def2-TZVPD RIJCOSX def2/J DEFGRID3
* xyz 0 1
C 2.069 1.514 -0.145
C -0.780 -0.410 0.033
C 1.175 0.667 0.703
N -2.159 -1.462 -1.172
N -1.222 -0.813 1.210
N -0.219 -0.016 -0.943
O 1.313 0.366 1.842
H -1.665 -1.937 -1.926
H -2.760 -0.784 -1.639
H -0.585 -0.773 1.994
H -1.981 -1.479 1.150
H 2.498 0.878 -0.919
H 1.462 2.269 -0.645
H 2.852 1.981 0.457
*
```

---

The following is a DFT calculation (ωB97M-V/def2-TZVPD) of a structure of composition C5H5NO at a distorted geometry.

The HOMO energy is -9.5 eV. The energy above the lowest of the compared OMol25 structures with the same formula, charge and spin is 6.891 eV.

Geometry as ORCA input:
```
! wB97M-V def2-TZVPD RIJCOSX def2/J DEFGRID3
* xyz 0 1
C 0.364 0.118 -1.253
C 0.769 -1.134 -0.415
C -0.877 0.193 -0.360
C -0.660 1.188 0.811
C 0.037 1.930 1.590
H 1.529 -1.999 -1.207
H 1.563 -0.896 0.447
H -1.062 -1.930 0.928
H -1.755 0.693 -0.927
H 0.197 2.358 2.672
N -0.777 -1.261 -0.136
O 0.671 0.741 -2.150
*
```

---

The following is a DFT calculation (ωB97M-V/def2-TZVPD) of a structure of composition AsF6H30O15 at a distorted geometry.

The HOMO energy (spin up / spin down) is -10.6 / -10.6 eV. The energy above the lowest of the compared OMol25 structures with the same formula, charge and spin is 0.678 eV.

Geometry as ORCA input:
```
! wB97M-V def2-TZVPD RIJCOSX def2/J DEFGRID3
* xyz 0 2
As -0.011 -0.728 0.517
F -0.919 -0.675 2.100
F -1.488 -1.560 -0.264
F 0.986 -0.871 -0.971
F 1.385 0.145 1.361
F 0.692 -2.272 1.006
F -0.754 0.856 0.106
O -3.056 -2.361 -3.170
H -2.220 -2.226 -2.724
H -3.030 -1.763 -3.916
O -1.485 -2.745 3.752
H -1.297 -2.447 2.862
H -2.439 -2.713 3.820
O 4.564 1.016 0.974
H 5.146 1.762 0.826
H 3.874 1.117 0.319
O 2.617 -0.368 -3.366
H 3.276 -1.052 -3.243
H 2.798 -0.014 -4.236
O 0.957 3.024 1.032
H 1.399 2.434 0.421
H 0.034 2.778 0.978
O 2.314 1.979 3.120
H 2.351 1.234 2.520
H 1.969 2.697 2.590
O -3.816 1.980 -1.679
H -4.296 2.803 -1.584
H -3.314 1.900 -0.867
O 0.029 -4.691 -1.044
H -0.747 -4.543 -1.585
H -0.002 -3.997 -0.386
O -0.877 2.013 3.245
H -0.920 1.124 2.892
H 0.039 2.128 3.495
O -3.607 0.718 1.081
H -4.404 0.190 1.140
H -2.901 0.077 0.995
O -2.978 3.357 0.974
H -3.885 3.609 0.800
H -3.024 2.424 1.182
O 2.969 -3.036 2.454
H 2.164 -2.834 1.976
H 3.667 -2.659 1.918
O -0.563 1.504 -2.945
H -0.070 1.240 -3.721
H -0.379 0.822 -2.299
O 2.470 1.637 -1.017
H 3.239 1.831 -1.553
H 2.104 0.841 -1.402
O 0.100 -1.984 -2.859
H 0.523 -1.440 -2.195
H 0.815 -2.265 -3.430
*
```

---

The following is a DFT calculation (ωB97M-V/def2-TZVPD) of a cluster of 2 separate species, C4H13N4O in total at a distorted geometry.

The HOMO energy is -13.7 eV. The energy above the lowest of the compared OMol25 structures with the same formula, charge and spin is 1.145 eV.

Geometry as ORCA input:
```
! wB97M-V def2-TZVPD RIJCOSX def2/J DEFGRID3
* xyz 1 1
C 0.304 1.254 2.578
C -0.107 2.137 1.447
O -0.852 1.928 0.514
N 0.510 3.384 1.567
H 0.726 1.854 3.391
H 1.094 0.522 2.378
H 0.356 4.106 0.880
H 1.387 3.470 2.053
H -0.532 0.893 3.154
C -0.850 -3.068 -1.878
C 0.029 -0.895 -1.259
N -1.195 -0.408 -1.116
N 0.264 -2.189 -1.561
N 1.180 -0.239 -0.964
H -1.897 -0.564 -1.819
H -1.303 0.413 -0.515
H 1.144 -2.651 -1.408
H 2.033 -0.755 -0.833
H 1.177 0.679 -0.549
H -0.633 -3.609 -2.808
H -1.738 -2.523 -2.196
H -1.096 -3.739 -1.057
*
```

---

Calculated total energy (computed, eV): -49715.0261, -63548.5553, -9737.3539, -8796.5278, -108342.1876, -12361.7435